No. 1
Below is a structure of composition C18H46IrN2OSSeSi2Te, with properties calculated with ωB97M-V with the def2-TZVPD basis set.

CARTESIAN COORDINATES (ANGSTROEM)
Ir: 0.965 1.150 0.042
C: 2.187 -3.677 2.260
Si: 3.905 -2.916 2.434
C: 4.603 -3.005 4.168
C: 5.028 -3.591 1.088
C: 3.712 -1.012 2.054
Te: 2.835 -0.776 0.149
C: 4.556 -0.094 -0.884
Si: 4.923 1.784 -0.638
C: 6.635 2.077 -1.334
C: 3.575 2.712 -1.593
C: 4.771 2.266 1.177
H: 2.260 -4.765 2.231
H: 1.709 -3.364 1.329
H: 1.528 -3.419 3.092
H: 4.734 -4.048 4.466
H: 3.946 -2.534 4.900
H: 5.580 -2.524 4.230
H: 5.237 -4.648 1.261
H: 5.991 -3.077 1.053
H: 4.561 -3.515 0.102
H: 4.691 -0.538 2.013
H: 3.103 -0.527 2.816
H: 4.384 -0.297 -1.942
H: 5.397 -0.707 -0.554
H: 6.707 1.770 -2.378
H: 7.389 1.528 -0.768
H: 6.891 3.138 -1.280
H: 3.585 2.476 -2.659
H: 3.714 3.792 -1.495
H: 2.568 2.467 -1.212
H: 5.461 1.707 1.811
H: 3.759 2.118 1.561
H: 5.017 3.323 1.306
C: -0.291 -0.088 3.006
O: 0.109 -0.519 1.685
H: -0.163 -0.899 3.722
H: -1.328 0.245 3.008
H: 0.350 0.745 3.285
H: -0.525 -1.181 1.380
Se: -0.445 1.568 -1.815
C: -1.711 8.627 0.096
C: -2.135 7.411 0.917
C: -2.898 6.367 0.094
C: -1.976 5.445 -0.702
N: -1.193 4.591 0.204
C: 0.097 4.365 0.302
S: 0.614 3.122 1.448
N: 1.053 5.007 -0.340
C: 1.013 6.291 -1.058
C: 2.399 6.930 -1.083
C: 2.923 7.447 0.264
C: 3.409 6.384 1.253
H: -1.074 9.283 0.690
H: -2.582 9.204 -0.213
H: -1.163 8.348 -0.808
H: -2.769 7.750 1.737
H: -1.260 6.940 1.378
H: -3.559 6.872 -0.612
H: -3.532 5.760 0.746
H: -1.314 6.018 -1.343
H: -2.568 4.780 -1.333
H: -1.762 4.050 0.842
H: 1.984 4.669 -0.146
H: 0.310 6.958 -0.556
H: 0.671 6.122 -2.082
H: 2.338 7.773 -1.773
H: 3.113 6.222 -1.519
H: 2.155 8.064 0.737
H: 3.764 8.106 0.045
H: 2.594 5.822 1.710
H: 3.950 6.863 2.068
H: 4.103 5.687 0.772

Computed properties:
* HOMO level (spin up / spin down): -0.5184 / -0.5295 Ha
* spin multiplicity: 6
* energy above the lowest of the compared OMol25 structures with the same formula, charge and spin: 68.3 kJ/mol
* expectation value of S²: 8.773
* E_LUMO (spin up / spin down): -4.91 / -9.05 eV
* Kohn-Sham gap (spin up / spin down): 9.20 / 5.36 eV
* total charge: +2

***

No. 2
Below is a structure of composition C15H16F3LiN2O5, with properties calculated with ωB97M-V with the def2-TZVPD basis set.

CARTESIAN COORDINATES (ANGSTROEM)
Li: 9.008 -15.929 -10.271
C: 9.791 -18.829 -10.519
O: 8.952 -17.921 -10.508
O: 9.437 -19.894 -10.131
O: 11.016 -18.632 -10.707
C: 11.360 -14.099 -8.691
O: 12.060 -13.227 -9.688
O: 10.837 -15.182 -9.400
C: 12.199 -14.250 -7.371
F: 11.333 -14.099 -6.289
F: 12.733 -15.436 -7.159
F: 13.294 -13.388 -7.286
C: 11.979 -11.725 -9.404
C: 12.931 -11.062 -10.353
H: 12.965 -9.975 -10.281
H: 13.883 -11.543 -10.128
H: 12.546 -11.226 -11.359
H: 12.280 -11.530 -8.374
H: 10.970 -11.317 -9.461
H: 10.517 -13.474 -8.397
N: 8.357 -14.724 -12.003
C: 7.545 -15.020 -13.069
C: 7.219 -14.116 -14.081
C: 7.870 -12.830 -14.099
C: 8.823 -12.600 -13.104
C: 8.880 -13.464 -11.999
H: 7.062 -15.984 -13.023
H: 6.538 -14.347 -14.887
H: 7.682 -12.185 -14.945
H: 9.468 -11.741 -12.999
H: 9.637 -13.169 -11.287
N: 7.853 -15.114 -8.621
C: 8.305 -15.197 -7.345
C: 7.576 -14.989 -6.177
C: 6.290 -14.394 -6.271
C: 5.863 -14.043 -7.628
C: 6.650 -14.454 -8.693
H: 9.314 -15.572 -7.261
H: 8.089 -15.071 -5.230
H: 5.752 -14.238 -5.348
H: 4.915 -13.526 -7.643
H: 6.286 -14.332 -9.702

Computed properties:
* HOMO level: 0.0867 Ha
* energy above the lowest of the compared OMol25 structures with the same formula, charge and spin: 286.9 kJ/mol
* E_LUMO: 4.23 eV
* Kohn-Sham gap: 1.87 eV
* total charge: -2

***

No. 3
Below is a structure of composition C45H47BCsN14O6S3, with properties calculated with ωB97M-V with the def2-TZVPD basis set.

CARTESIAN COORDINATES (ANGSTROEM)
Cs: 13.650 17.304 12.775
C: 11.715 13.889 14.630
C: 12.258 14.558 15.816
C: 12.311 14.007 17.161
C: 12.895 15.014 17.945
N: 13.116 16.111 17.094
N: 12.801 15.792 15.848
B: 13.659 17.456 17.576
N: 15.072 17.678 16.952
C: 16.300 17.363 17.572
C: 17.308 17.334 16.598
C: 16.599 17.642 15.350
C: 17.193 17.869 13.959
N: 15.303 17.907 15.617
N: 12.666 18.560 16.998
C: 11.989 19.455 17.816
C: 11.242 20.309 16.978
C: 11.585 19.898 15.635
C: 11.204 20.475 14.338
N: 12.431 18.853 15.666
N: 13.727 17.463 19.200
C: 14.346 18.499 19.917
C: 13.705 18.704 21.110
C: 12.548 17.794 21.062
C: 11.459 17.585 22.021
N: 12.634 17.091 19.940
H: 10.654 14.074 14.467
H: 11.888 12.799 14.688
H: 12.204 14.230 13.666
H: 12.082 13.027 17.503
H: 13.131 15.052 18.991
H: 16.412 17.119 18.652
H: 18.361 17.104 16.656
H: 18.269 18.087 14.083
H: 16.643 18.700 13.521
H: 17.068 16.931 13.414
H: 12.102 19.348 18.894
H: 10.490 21.019 17.280
H: 11.077 21.544 14.453
H: 10.317 19.967 13.918
H: 12.005 20.208 13.623
H: 15.264 18.991 19.531
H: 14.033 19.400 21.885
H: 11.629 17.970 23.028
H: 11.234 16.539 22.194
H: 10.551 18.033 21.664
C: 16.380 19.098 8.758
C: 16.744 17.804 9.327
N: 16.182 17.229 10.351
C: 16.850 16.031 10.605
C: 17.944 15.921 9.714
N: 17.860 17.089 8.939
C: 19.045 14.967 9.554
O: 19.075 13.973 10.372
O: 19.911 15.228 8.692
C: 16.433 15.024 11.624
O: 17.036 13.883 11.600
O: 15.551 15.382 12.415
H: 16.506 19.104 7.642
H: 16.965 19.877 9.278
H: 15.281 19.272 8.963
H: 18.549 17.299 8.234
H: 18.120 13.847 10.970
C: 12.690 9.092 10.874
C: 12.613 10.574 10.597
C: 11.676 11.061 9.678
C: 11.575 12.458 9.490
C: 12.404 13.336 10.187
C: 13.364 12.825 11.083
C: 13.513 11.448 11.229
S: 12.221 15.091 9.959
O: 13.468 15.698 10.443
O: 11.911 15.278 8.542
N: 11.121 15.685 10.989
C: 9.787 15.745 10.741
C: 9.154 15.541 9.517
C: 7.757 15.633 9.427
C: 6.938 16.095 10.475
C: 7.517 16.473 11.680
C: 6.808 17.011 12.789
C: 7.437 17.126 14.037
C: 8.811 16.881 14.059
N: 9.534 16.431 13.031
C: 8.977 16.242 11.850
H: 13.145 8.509 10.027
H: 11.665 8.667 11.077
H: 13.247 8.934 11.833
H: 11.067 10.372 9.107
H: 10.753 12.842 8.893
H: 14.053 13.492 11.579
H: 14.285 11.055 11.887
H: 9.795 15.317 8.687
H: 7.255 15.346 8.483
H: 5.843 16.110 10.384
H: 5.782 17.358 12.683
H: 6.924 17.443 14.946
H: 9.349 16.991 15.024
N: 11.552 21.817 10.647
C: 12.228 20.932 9.886
N: 12.849 21.435 8.770
S: 12.248 19.338 10.355
H: 11.536 22.806 10.466
H: 11.243 21.433 11.519
H: 12.715 22.379 8.430
H: 13.196 20.734 8.087
S: 15.395 20.790 12.780
C: 16.320 22.190 12.728
C: 15.743 23.483 12.951
C: 16.615 24.569 12.999
C: 17.974 24.470 12.890
C: 18.564 23.209 12.707
C: 17.752 22.128 12.607
H: 14.665 23.607 13.185
H: 16.116 25.553 13.232
H: 18.512 25.406 12.763
H: 19.648 23.070 12.620
H: 18.213 21.140 12.452

Computed properties:
* HOMO level (spin up / spin down): -0.0854 / -0.0854 Ha
* spin multiplicity: 2
* expectation value of S²: 0.783
* E_LUMO (spin up / spin down): 2.96 / 1.35 eV
* Kohn-Sham gap (spin up / spin down): 5.28 / 3.67 eV
* total charge: -2

***

No. 4
Below is a structure of composition C38H98CuN5O14, with properties calculated with ωB97M-V with the def2-TZVPD basis set.

CARTESIAN COORDINATES (ANGSTROEM)
Cu: 5.979 -1.506 1.951
C: 1.102 2.071 0.246
C: 1.424 1.076 1.376
O: 2.628 0.377 1.180
H: 0.393 2.803 0.631
H: 0.779 1.479 -0.611
H: 2.011 2.561 -0.103
H: 0.574 0.395 1.329
H: 1.389 1.549 2.357
C: 7.519 -0.426 -0.707
O: 7.271 0.130 0.602
C: 7.470 1.530 0.682
C: 7.127 2.010 2.137
N: 7.247 0.834 3.016
C: 6.444 1.049 4.245
C: 6.531 -0.250 5.139
O: 5.841 -1.325 4.432
C: 6.151 -2.402 5.315
H: 6.805 0.036 -1.389
H: 7.522 -1.514 -0.774
H: 8.513 -0.151 -1.060
H: 6.830 1.988 -0.073
H: 8.487 1.772 0.374
H: 6.151 2.494 2.112
H: 7.740 2.896 2.306
H: 8.175 0.888 3.412
H: 5.406 1.340 4.085
H: 6.836 1.859 4.861
H: 6.113 -0.014 6.117
H: 7.595 -0.430 5.292
H: 5.911 -3.312 4.765
H: 5.526 -2.340 6.205
H: 7.150 -2.433 5.749
C: 0.841 7.546 3.707
O: 1.773 8.259 2.828
C: 2.169 7.445 1.685
C: 3.061 8.275 0.768
N: 3.422 7.413 -0.380
C: 4.459 8.056 -1.266
C: 4.780 7.180 -2.483
O: 3.668 7.285 -3.330
C: 3.620 6.299 -4.327
H: 1.471 7.326 4.569
H: 0.499 6.683 3.136
H: 0.047 8.166 4.123
H: 1.266 7.222 1.117
H: 2.611 6.518 2.050
H: 3.911 8.397 1.439
H: 2.560 9.213 0.528
H: 2.578 7.218 -0.900
H: 5.371 8.187 -0.684
H: 4.168 9.100 -1.388
H: 4.963 6.142 -2.206
H: 5.657 7.569 -3.001
H: 4.096 5.410 -3.912
H: 4.079 6.672 -5.243
H: 2.590 6.076 -4.605
C: 0.493 -9.626 -2.433
O: 0.104 -10.488 -3.449
C: -0.642 -9.809 -4.456
C: -2.077 -9.270 -4.098
N: -2.020 -7.883 -3.680
C: -3.244 -7.359 -3.040
C: -2.939 -6.058 -2.357
O: -2.458 -6.309 -1.094
C: -2.257 -5.044 -0.383
H: 0.593 -8.609 -2.812
H: 1.457 -9.979 -2.067
H: -0.174 -9.744 -1.579
H: -0.743 -10.658 -5.132
H: 0.014 -9.189 -5.068
H: -2.410 -9.877 -3.256
H: -2.847 -9.193 -4.866
H: -1.381 -7.880 -2.898
H: -3.676 -8.049 -2.315
H: -3.968 -7.324 -3.854
H: -3.777 -5.368 -2.264
H: -2.230 -5.457 -2.926
H: -1.300 -4.700 -0.775
H: -2.119 -5.212 0.685
H: -2.892 -4.178 -0.571
C: -3.737 2.068 -5.789
O: -4.839 2.221 -6.605
C: -5.315 0.975 -7.145
C: -6.567 1.029 -8.015
N: -7.699 1.513 -7.281
C: -8.912 1.470 -8.082
C: -8.840 2.568 -9.198
O: -8.746 3.808 -8.667
C: -9.907 4.317 -8.031
H: -3.797 1.596 -4.808
H: -3.616 3.070 -5.378
H: -2.805 1.804 -6.290
H: -5.405 0.181 -6.402
H: -4.586 0.651 -7.887
H: -6.819 0.046 -8.414
H: -6.400 1.855 -8.705
H: -7.668 2.522 -7.297
H: -9.780 1.581 -7.432
H: -8.998 0.564 -8.682
H: -9.730 2.522 -9.825
H: -8.066 2.255 -9.899
H: -9.556 5.157 -7.431
H: -10.296 3.541 -7.373
H: -10.740 4.733 -8.598
C: -5.632 -1.559 6.621
O: -4.569 -0.615 6.737
C: -4.422 -0.005 7.983
C: -2.916 0.319 8.116
N: -2.376 1.112 7.041
C: -1.009 1.615 7.261
C: 0.173 0.626 7.588
O: 0.115 0.219 8.899
C: 1.095 -0.628 9.385
H: -5.806 -1.983 7.610
H: -5.361 -2.314 5.882
H: -6.454 -0.905 6.331
H: -4.666 -0.708 8.780
H: -4.893 0.949 8.222
H: -2.332 -0.586 7.948
H: -2.786 0.714 9.124
H: -2.453 0.490 6.249
H: -0.941 2.431 7.980
H: -0.752 2.206 6.382
H: 1.107 1.026 7.194
H: 0.047 -0.290 7.012
H: 1.255 -0.638 10.463
H: 2.006 -0.181 8.986
H: 0.942 -1.681 9.145
C: 3.091 -3.782 -4.341
C: 2.846 -2.822 -3.249
O: 3.207 -1.576 -3.690
H: 4.141 -3.847 -4.626
H: 2.408 -3.698 -5.186
H: 2.686 -4.728 -3.980
H: 3.494 -3.064 -2.407
H: 1.814 -2.767 -2.902
H: 3.082 -0.949 -2.973
C: -4.891 3.243 0.915
C: -4.679 2.181 2.011
O: -5.851 1.579 2.515
H: -3.982 3.808 0.709
H: -5.528 4.002 1.369
H: -5.419 2.799 0.071
H: -4.119 2.487 2.894
H: -4.078 1.332 1.685
H: -5.574 0.934 3.170
C: 2.211 -6.257 0.734
C: 2.878 -5.400 1.879
O: 4.041 -4.969 1.343
H: 1.991 -5.675 -0.161
H: 1.231 -6.543 1.118
H: 2.829 -7.125 0.505
H: 3.010 -5.934 2.820
H: 2.233 -4.578 2.191
H: 4.573 -5.743 1.140

Computed properties:
* HOMO level (spin up / spin down): -0.3480 / -0.3480 Ha
* spin multiplicity: 2
* expectation value of S²: 0.754
* E_LUMO (spin up / spin down): -4.15 / -4.23 eV
* Kohn-Sham gap (spin up / spin down): 5.32 / 5.24 eV
* total charge: +1

***

No. 5
Below is a cluster of 2 separate species, C5H14N2O in total, with properties calculated with ωB97M-V with the def2-TZVPD basis set.

CARTESIAN COORDINATES (ANGSTROEM)
C: 1.210 1.377 -0.448
C: 0.600 0.326 -1.333
C: 0.076 0.791 -2.661
C: 0.569 -0.974 -0.991
N: 1.060 -1.494 0.193
H: 2.112 1.007 0.039
H: 0.510 1.704 0.325
H: 1.463 2.260 -1.032
H: 0.882 1.217 -3.262
H: -0.369 -0.028 -3.223
H: -0.677 1.571 -2.528
H: 0.203 -1.705 -1.704
H: 0.788 -0.954 1.093
H: 0.796 -2.457 0.349
C: -0.824 -0.856 2.549
N: -1.058 0.404 1.621
O: -1.942 0.107 0.562
H: -0.695 -1.849 2.120
H: -0.051 -0.549 3.248
H: -1.744 -1.012 3.125
H: -1.544 1.108 2.178
H: -1.365 0.006 -0.220

Computed properties:
* SMILES: CC(C)=CN.CNO
* HOMO level: -0.2858 Ha
* energy above the lowest of the compared OMol25 structures with the same formula, charge and spin: 382.1 kJ/mol
* E_LUMO: 0.92 eV
* Kohn-Sham gap: 8.70 eV

***

No. 6
Below is a structure of composition C29H46BrMgNOP2, with properties calculated with ωB97M-V with the def2-TZVPD basis set.

CARTESIAN COORDINATES (ANGSTROEM)
C: 1.993 3.794 -0.821
C: 1.006 3.083 -1.543
C: 1.102 3.041 -2.954
C: 2.201 3.656 -3.559
N: 3.151 4.274 -2.857
C: 3.048 4.370 -1.532
C: -0.051 2.427 -0.864
C: -1.056 2.012 -0.248
C: -2.420 2.103 0.252
C: -3.041 0.995 0.875
C: -4.381 1.056 1.266
C: -5.080 2.254 1.098
C: -4.475 3.386 0.529
C: -3.152 3.296 0.101
Mg: -0.359 -0.069 0.336
P: 2.069 -0.594 -0.675
H: 0.321 2.591 -3.567
H: 1.915 3.939 0.257
H: 2.302 3.644 -4.647
H: 3.824 4.925 -1.001
H: -2.644 4.141 -0.369
H: -2.489 0.053 1.084
H: -5.030 4.308 0.420
H: -4.874 0.190 1.702
C: 2.712 -2.309 -0.405
C: 3.901 -2.744 -1.252
H: 1.852 -2.972 -0.598
H: 2.951 -2.414 0.665
H: 4.145 -3.788 -1.016
H: 3.691 -2.691 -2.327
H: 4.799 -2.152 -1.036
C: 2.386 -0.269 -2.475
C: 3.780 0.189 -2.900
H: 1.652 0.505 -2.754
H: 2.102 -1.178 -3.032
H: 3.805 0.278 -3.995
H: 4.037 1.177 -2.492
H: 4.566 -0.529 -2.629
C: 3.225 0.530 0.213
C: 4.689 0.115 0.285
H: 2.816 0.632 1.233
H: 3.128 1.528 -0.243
H: 5.242 0.865 0.865
H: 4.825 -0.852 0.782
H: 5.160 0.074 -0.703
Br: -6.898 2.317 1.665
P: -1.472 -1.547 -1.585
C: -0.536 -2.531 -2.818
C: -1.208 -3.797 -3.345
H: 0.426 -2.783 -2.340
H: -0.295 -1.860 -3.657
H: -0.498 -4.334 -3.987
H: -1.504 -4.480 -2.540
H: -2.089 -3.579 -3.962
C: -2.524 -2.766 -0.703
C: -3.879 -3.095 -1.322
H: -2.661 -2.352 0.311
H: -1.937 -3.687 -0.579
H: -4.434 -3.745 -0.633
H: -4.491 -2.200 -1.494
H: -3.782 -3.647 -2.267
C: -2.583 -0.479 -2.578
C: -3.045 -1.034 -3.921
H: -2.021 0.458 -2.726
H: -3.445 -0.212 -1.951
H: -3.658 -0.281 -4.431
H: -2.204 -1.272 -4.582
H: -3.673 -1.927 -3.812
C: 0.006 0.024 4.617
C: 0.645 -1.354 4.330
C: 0.701 -1.472 2.811
O: -0.281 -0.518 2.275
C: -0.710 0.433 3.337
H: -0.684 -0.008 5.463
H: 0.776 0.772 4.835
H: 0.034 -2.163 4.750
H: 1.651 -1.427 4.752
H: 1.695 -1.163 2.446
H: 0.452 -2.463 2.422
H: -1.807 0.373 3.436
H: -0.423 1.438 2.989

Computed properties:
* HOMO level: -0.5171 Ha
* E_LUMO: -6.39 eV
* Kohn-Sham gap: 7.68 eV
* total charge: +2

***

no.,total energy (hartree),strongest force on any atom (Eh/bohr)
1,-4648.58987,0.02015
2,-1373.95857,0.17108
3,-4200.80137,0.07294
4,-4473.39115,0.07394
5,-383.55516,0.05765
6,-4718.92335,0.06017